Entry 1:
{"formula": "C16H18CaClKN3O5S2", "method": "the ωB97M-V functional and the def2-TZVPD basis", "elements": ["S", "C", "C", "C", "C", "N", "S", "N", "C", "C", "C", "C", "C", "C", "C", "C", "C", "H", "H", "H", "H", "H", "H", "H", "H", "H", "H", "C", "C", "N", "H", "H", "H", "O", "H", "O", "H", "H", "H", "Ca", "C", "O", "O", "O", "H", "Cl", "K"], "positions_angstrom": [[1.34617, -0.46706, 2.55199], [1.93083, -0.13558, 0.79795], [3.19714, 0.91402, 0.60245], [3.71190, 1.20888, -0.95092], [3.06456, 0.53400, -2.29765], [3.38008, 0.67626, -3.77032], [2.29748, -0.31018, -4.76981], [1.33590, -0.99660, -3.43646], [1.81191, -0.50262, -2.08822], [1.29103, -0.79464, -0.56122], [-0.01585, -1.81212, -0.37552], [-1.33991, -0.79090, -0.33595], [-1.96901, -0.20101, 1.07087], [-3.27158, 0.83958, 1.01253], [-3.82239, 1.20562, -0.49588], [-3.22734, 0.61656, -1.90700], [-1.94677, -0.40617, -1.84612], [2.41123, -0.80401, 3.40452], [3.65232, 1.42422, 1.55743], [4.61851, 1.96184, -1.05730], [-0.09250, -2.40937, -1.39360], [0.05994, -2.49875, 0.56890], [-1.55246, -0.48468, 2.12702], [-3.71004, 1.26921, 2.01669], [-4.72766, 1.97123, -0.55536], [-3.63479, 0.89575, -2.98821], [-1.44547, -0.89015, -2.81031], [-2.65817, 4.22288, -3.99281], [-3.17541, 4.30148, -2.61640], [-3.58417, 4.36349, -1.52894], [-3.43615, 4.44568, -4.73069], [-1.84158, 4.93341, -4.15923], [-2.27048, 3.22489, -4.22296], [4.26787, 2.16284, -6.61667], [3.87680, 1.75262, -5.86700], [0.56714, -3.70797, 2.84842], [0.78774, -3.91319, 1.90430], [0.55311, -2.73078, 3.01282], [1.18136, -4.17143, 3.47282], [-4.92766, 6.01531, -0.45195], [0.18148, -3.46090, 6.40615], [0.54285, -2.49981, 5.68524], [-0.70626, -4.21518, 5.77392], [0.51164, -3.79799, 7.56512], [-0.66803, -3.63706, 4.98484], [1.77234, -3.68886, 9.24972], [5.67234, 0.38723, -0.78724]], "atomic_forces_ev_per_a": [[0.093, -0.172, -0.955], [2.712, 0.863, -4.747], [-2.086, -1.661, -3.976], [-5.442, 0.823, 1.189], [-1.938, -1.335, -0.627], [-1.562, -1.249, 3.587], [0.670, 1.000, 6.639], [2.072, 2.037, 3.140], [1.495, 1.495, -1.413], [0.832, 0.272, 1.493], [-0.119, 2.195, -1.339], [-2.341, 1.468, -0.212], [-1.965, 1.303, -3.781], [2.569, -2.159, -4.352], [1.861, -1.484, 0.545], [2.568, -1.559, 3.459], [-1.936, 1.742, 3.884], [-0.381, 0.377, -1.432], [-0.852, -0.940, -2.281], [-3.777, -0.241, -0.132], [0.165, 0.978, 2.370], [-0.169, 1.440, -1.865], [-0.756, 0.491, -2.372], [0.857, -0.911, -2.465], [2.126, -1.914, 0.086], [0.709, -0.555, 2.813], [-1.206, 1.226, 2.333], [0.086, -0.049, -0.148], [-0.205, -0.071, 0.790], [0.676, 0.006, -1.923], [-0.073, 0.008, 0.359], [-0.159, -0.045, 0.314], [-0.114, 0.082, 0.331], [0.224, 0.258, -0.860], [-0.473, -0.428, 1.222], [0.362, -0.973, -0.354], [-0.123, 0.208, 0.632], [0.304, 0.749, 0.133], [-0.375, 0.394, -0.035], [-0.152, 0.128, 0.263], [1.768, 2.135, 0.045], [1.157, 0.506, -0.030], [-0.949, -1.262, -0.623], [-0.783, -1.268, 0.847], [-1.123, -0.678, -0.035], [-0.089, 0.449, -0.813], [5.841, -3.678, 0.297]], "homo_lumo_gap_ev": 0.96, "total_charge": 1}

***

Entry 2:
{"formula": "C16H18Cl5F6N7O4S3Tc", "method": "the ωB97M-V functional and the def2-TZVPD basis", "elements": ["Tc", "C", "C", "N", "C", "C", "S", "C", "C", "N", "H", "H", "H", "H", "H", "H", "H", "H", "H", "H", "H", "H", "H", "H", "Cl", "C", "C", "C", "Cl", "C", "Cl", "C", "Cl", "C", "Cl", "F", "C", "F", "F", "S", "O", "O", "N", "S", "O", "O", "C", "F", "F", "F", "N", "C", "N", "N", "C", "N", "H", "H", "H", "H"], "positions_angstrom": [[-0.00617, 0.14434, 0.25946], [-2.07523, -0.57542, -1.97136], [-2.09587, 0.92937, -1.69563], [-1.78302, 1.27063, -0.26003], [-2.99367, 1.35331, 0.62700], [-3.83386, 0.09205, 0.72568], [-2.95419, -1.29965, 1.48432], [-2.90385, -2.55443, 0.18126], [-1.59602, -2.60862, -0.60294], [-1.10747, -1.28200, -1.09347], [-1.82892, -0.73612, -3.01956], [-3.05866, -1.00190, -1.81355], [-3.06406, 1.35279, -1.96616], [-1.34841, 1.42409, -2.30970], [-1.44814, 2.23058, -0.28389], [-3.62352, 2.15517, 0.23796], [-2.64072, 1.64438, 1.61568], [-4.24412, -0.21304, -0.23594], [-4.67937, 0.32173, 1.37299], [-3.77551, -2.41496, -0.45729], [-3.03202, -3.51253, 0.68125], [-1.74019, -3.26701, -1.46159], [-0.79939, -3.04014, -0.00071], [-0.26188, -1.54156, -1.62862], [-0.06342, 2.50407, 3.37127], [1.00719, 2.71905, 2.02209], [0.88571, 1.93023, 0.88290], [1.64443, 2.30374, -0.21027], [1.25889, 1.33455, -1.62539], [2.58561, 3.30127, -0.23176], [3.49702, 3.60861, -1.63656], [2.74333, 4.03787, 0.94440], [3.88293, 5.29510, 0.99809], [1.93608, 3.76425, 2.05870], [2.08051, 4.73120, 3.45726], [3.65269, -3.96094, 0.46807], [3.04347, -2.97553, 1.07518], [1.78130, -3.31650, 1.34991], [3.66652, -2.67388, 2.20691], [3.06746, -1.44844, -0.01499], [1.64633, -0.99742, 0.12119], [3.99006, -0.52775, 0.55230], [3.41938, -1.85848, -1.45085], [2.52626, -2.79627, -2.40912], [1.16067, -2.92111, -1.94075], [3.22664, -3.95387, -2.82735], [2.37336, -1.65615, -3.85454], [1.84172, -2.32302, -4.85393], [3.52312, -1.12952, -4.20535], [1.51867, -0.64623, -3.49430], [2.65653, -1.87469, 5.61779], [1.85113, -0.95979, 5.10938], [1.62168, 0.17544, 5.75060], [1.28151, -1.25116, 3.93279], [0.59240, -0.75212, 3.03838], [-0.07418, -0.43749, 2.10719], [3.13284, -1.74925, 6.49560], [2.82963, -2.71461, 5.09121], [2.04534, 0.37291, 6.64295], [1.03150, 0.87809, 5.34468]], "atomic_forces_ev_per_a": [[-0.041, 0.092, 0.463], [-0.006, 0.069, 0.154], [-0.015, -0.075, 0.048], [0.016, -0.144, -0.139], [-0.041, -0.181, 0.045], [0.165, -0.091, -0.037], [0.045, -0.044, 0.036], [0.103, 0.262, -0.033], [-0.172, 0.090, 0.076], [0.745, -0.080, -0.139], [0.027, -0.039, -0.047], [-0.035, -0.049, 0.021], [-0.023, 0.019, 0.028], [0.019, 0.075, 0.023], [0.103, 0.088, 0.019], [0.024, 0.099, -0.018], [0.049, 0.025, 0.011], [-0.039, 0.047, 0.024], [-0.044, 0.048, -0.043], [0.006, -0.081, -0.003], [-0.040, -0.048, -0.023], [0.088, -0.018, -0.082], [0.060, 0.057, 0.039], [-0.287, -0.104, -0.157], [0.055, -0.140, -0.071], [-0.056, 0.005, -0.021], [-0.027, -0.154, -0.198], [-0.292, -0.176, 0.303], [0.089, 0.148, -0.309], [0.223, 0.158, -0.213], [-0.003, 0.017, -0.015], [-0.006, 0.047, 0.082], [0.047, 0.026, -0.012], [-0.087, -0.059, 0.020], [0.032, 0.023, 0.044], [0.042, -0.149, -0.053], [-0.136, 0.189, 0.003], [0.139, -0.027, -0.003], [-0.046, -0.078, 0.108], [0.477, 0.229, -0.543], [-0.712, -0.057, 0.171], [-0.075, -0.079, 0.024], [-0.222, -0.137, 0.358], [-0.191, 0.062, 0.008], [0.064, 0.090, 0.124], [0.036, 0.196, 0.038], [-0.071, 0.096, 0.226], [-0.130, 0.050, -0.121], [-0.026, 0.043, 0.005], [0.251, -0.399, -0.315], [0.012, -0.031, -0.038], [-0.105, 0.141, -0.123], [0.035, 0.012, 0.062], [0.078, -0.383, 0.062], [-0.075, 0.158, -0.233], [0.080, 0.066, 0.440], [0.007, 0.011, 0.016], [-0.005, -0.065, -0.008], [0.014, 0.012, 0.009], [-0.122, 0.138, -0.093]], "e_above_lowest_kj_mol": 90.8, "s2": 3.7812, "homo_lumo_gap_ev": [7.48, 6.41], "total_charge": 2, "multiplicity": 4}

***

Entry 3:
{"formula": "C16H18ClNTi", "method": "the ωB97M-V functional and the def2-TZVPD basis", "elements": ["C", "C", "C", "H", "C", "C", "H", "H", "H", "H", "Ti", "Cl", "C", "C", "C", "H", "C", "C", "H", "H", "H", "H", "C", "C", "C", "C", "C", "C", "N", "H", "H", "H", "H", "H", "H", "H", "H"], "positions_angstrom": [[1.75828, -1.55308, 0.83198], [1.89237, -1.81564, -0.56233], [0.59646, -2.19516, -1.06909], [2.84803, -1.83425, -1.07256], [-0.31253, -2.20369, 0.02959], [0.41609, -1.84673, 1.19976], [0.06364, -1.95394, 2.21271], [2.55208, -1.23910, 1.50236], [0.38914, -2.53186, -2.08522], [-1.34345, -2.54432, -0.03125], [0.86016, 0.15095, -0.64556], [1.94016, 1.40065, 0.94902], [1.50430, 1.90571, -1.97322], [0.28291, 1.38922, -2.51401], [0.51899, 0.01865, -2.92379], [-0.59807, 1.98515, -2.75566], [1.90009, -0.27171, -2.66664], [2.49735, 0.85584, -2.03749], [3.53567, 0.93428, -1.71534], [1.67680, 2.93561, -1.65102], [-0.18504, -0.64718, -3.43696], [2.43468, -1.17022, -2.95842], [0.02268, 0.24010, 3.44203], [-0.96855, 0.67377, 2.42399], [-2.29230, 1.05089, 2.75855], [-3.00555, 1.21089, 1.55359], [-2.11276, 0.85076, 0.51356], [-2.45863, 0.66187, -0.90297], [-0.86883, 0.60357, 1.03133], [-0.03426, 0.87177, 4.33528], [1.04917, 0.23640, 3.06531], [-0.24374, -0.75815, 3.82390], [-2.63877, 1.14934, 3.77420], [-4.03370, 1.50952, 1.38647], [-3.54333, 0.73831, -1.03528], [-2.01517, 1.48969, -1.49390], [-2.08438, -0.29790, -1.30294]], "atomic_forces_ev_per_a": [[-0.883, -1.255, 0.043], [0.026, -0.655, 0.516], [0.321, -0.446, 0.833], [-0.316, -0.068, 0.140], [1.204, -0.201, -0.403], [0.795, -0.576, -0.857], [-0.208, 0.594, -0.164], [-0.255, -0.095, -0.225], [-0.003, 0.242, 0.409], [0.178, 0.410, 0.110], [-1.734, -1.056, 2.736], [1.151, 1.058, 0.605], [-0.130, -0.628, -0.938], [1.013, -0.236, -0.894], [0.708, 1.196, -0.470], [0.308, -0.406, 0.421], [-0.331, 1.388, -0.963], [-0.431, 0.462, -1.044], [-0.485, -0.050, 0.030], [-0.178, -0.668, 0.171], [0.286, 0.431, 0.494], [-0.359, 0.139, 0.259], [0.324, -0.136, 0.309], [-1.910, 0.661, -1.236], [1.224, -0.118, -0.468], [0.522, -0.657, -0.927], [-0.299, 0.474, 2.502], [0.211, 0.825, -0.936], [-0.280, -0.342, -0.232], [0.116, 0.203, -0.184], [-0.202, -0.037, 0.158], [0.249, 0.003, -0.159], [-0.165, 0.142, 0.111], [-0.013, -0.108, 0.190], [0.114, -0.211, 0.014], [-0.350, -0.604, 0.006], [-0.214, 0.325, 0.044]], "s2": 0.7550, "homo_lumo_gap_ev": [5.61, 5.60], "total_charge": -1, "multiplicity": 2}

***

Entry 4:
{"formula": "C16H18F3N3O4S", "method": "the ωB97M-V functional and the def2-TZVPD basis", "elements": ["C", "C", "O", "C", "C", "C", "C", "N", "C", "N", "C", "N", "C", "O", "C", "C", "C", "O", "O", "C", "C", "F", "F", "F", "S", "C", "C", "H", "H", "H", "H", "H", "H", "H", "H", "H", "H", "H", "H", "H", "H", "H", "H", "H", "H"], "positions_angstrom": [[-0.18855, -2.40790, 6.75820], [-0.51529, -1.52044, 5.56752], [0.43616, -1.79570, 4.55701], [0.35193, -1.14791, 3.36796], [-0.61175, -0.18583, 3.05029], [-0.62747, 0.42317, 1.81033], [0.32593, 0.07638, 0.86606], [0.43430, 0.57621, -0.40402], [1.41844, 0.05356, -1.04070], [1.75457, 0.45231, -2.30031], [0.71901, 1.20235, -2.96165], [-0.40435, 0.40767, -3.40106], [-0.32547, -0.91748, -3.71723], [0.72891, -1.49388, -3.86378], [-1.68016, -1.57868, -3.82450], [-2.21843, -1.84895, -2.41751], [0.13467, 2.27411, -1.98741], [-1.05031, 2.46633, -1.91464], [1.08924, 3.00586, -1.45552], [0.66806, 4.01260, -0.53918], [1.34095, 1.93074, -4.17479], [0.43702, 2.71414, -4.77755], [1.78958, 1.07707, -5.09764], [2.37032, 2.70995, -3.83757], [2.36085, -1.15016, -0.17162], [1.29664, -0.89483, 1.19266], [1.31865, -1.50501, 2.42662], [0.81508, -2.19463, 7.11514], [-0.23660, -3.45297, 6.46528], [-0.89932, -2.22784, 7.55948], [-0.46267, -0.46179, 5.85733], [-1.52829, -1.73610, 5.20063], [-1.36123, 0.09472, 3.77254], [-1.37440, 1.16080, 1.56391], [2.19781, -0.25051, -2.88838], [-1.29961, 0.81930, -3.15419], [-2.36623, -0.93408, -4.37481], [-1.55985, -2.51870, -4.36297], [-3.18916, -2.33468, -2.47611], [-2.32654, -0.92361, -1.85522], [-1.53878, -2.50177, -1.87418], [-0.15190, 4.59241, -0.96616], [1.53755, 4.63942, -0.36165], [0.33515, 3.54243, 0.38793], [2.05555, -2.24808, 2.68146]], "atomic_forces_ev_per_a": [[-0.002, 0.212, -0.405], [-0.181, 0.000, 0.293], [0.146, -0.147, 0.067], [0.096, 0.091, -0.363], [-0.017, -0.145, 0.349], [0.195, -0.048, -0.242], [0.326, -0.543, 0.546], [-0.017, -0.054, -0.396], [0.196, -0.303, 0.451], [0.262, 0.086, -0.280], [0.020, 0.011, -0.010], [-0.077, 0.395, 0.084], [-0.488, 0.336, -0.137], [0.411, -0.468, -0.152], [0.098, -0.197, 0.156], [-0.045, -0.021, -0.117], [-0.421, 0.080, -0.591], [0.013, 0.275, -0.058], [0.293, 0.083, -0.080], [-0.240, 0.170, 0.102], [0.234, 0.353, -0.278], [-0.283, 0.000, 0.145], [-0.014, -0.409, 0.045], [0.087, -0.014, 0.179], [-0.213, 0.159, 0.036], [-0.228, 0.208, -0.048], [-0.103, -0.030, 0.201], [0.082, 0.012, 0.080], [-0.021, -0.110, 0.016], [-0.063, 0.003, 0.099], [-0.043, -0.091, -0.095], [0.107, 0.086, -0.003], [-0.051, -0.006, 0.098], [-0.106, 0.092, -0.021], [-0.235, 0.149, 0.122], [0.157, -0.113, -0.033], [-0.002, -0.004, -0.061], [0.040, 0.118, -0.054], [-0.078, -0.032, 0.059], [-0.037, 0.044, 0.096], [0.038, -0.044, 0.078], [0.096, -0.024, 0.059], [-0.042, -0.049, 0.004], [0.019, 0.010, -0.031], [0.092, -0.124, 0.091]], "e_above_lowest_kj_mol": 0.0, "homo_lumo_gap_ev": 8.68, "smiles": "CCOc1ccc2nc(N[C@@](NC(=O)CC)(C(=O)OC)C(F)(F)F)sc2c1"}

***

Entry 5:
{"formula": "C16H18FN5O2", "method": "the ωB97M-V functional and the def2-TZVPD basis", "elements": ["C", "C", "C", "C", "N", "O", "C", "C", "C", "C", "C", "C", "C", "F", "N", "N", "C", "C", "C", "C", "O", "N", "C", "N", "H", "H", "H", "H", "H", "H", "H", "H", "H", "H", "H", "H", "H", "H", "H", "H", "H", "H"], "positions_angstrom": [[-2.36493, -3.38313, -1.20372], [-1.60687, -2.23012, -0.63705], [-2.05835, -1.36186, 0.30381], [-3.36558, -1.53098, 0.96801], [-3.79141, -0.47433, 1.72039], [-4.03596, -2.54870, 0.93393], [-1.22360, -0.16228, 0.73876], [-1.74730, 1.16347, 0.20529], [-1.93147, 2.25154, 1.05211], [-2.37162, 3.47080, 0.56828], [-2.63053, 3.62970, -0.78261], [-2.43954, 2.56913, -1.64965], [-1.99778, 1.35868, -1.14808], [-1.80389, 0.34631, -2.02053], [0.12448, -0.33159, 0.26375], [1.17077, 0.44174, 0.61764], [2.15443, -0.00046, -0.13230], [3.53916, 0.52897, -0.06638], [4.44401, -0.44163, 0.70285], [5.88149, 0.06992, 0.81569], [6.58859, 0.02899, -0.39961], [1.80046, -1.01868, -0.96067], [0.52562, -1.19058, -0.68731], [-0.35219, -2.09771, -1.18445], [-1.81969, -4.30804, -1.02052], [-2.46719, -3.25108, -2.28041], [-3.34497, -3.45973, -0.74740], [-3.44730, 0.46010, 1.58987], [-4.70860, -0.57843, 2.12410], [-1.18821, -0.10161, 1.83643], [-1.71295, 2.13764, 2.10431], [-2.50672, 4.29872, 1.24685], [-2.97321, 4.57882, -1.16415], [-2.62040, 2.66437, -2.70854], [3.51598, 1.49825, 0.43398], [3.90327, 0.65183, -1.08891], [4.44523, -1.40729, 0.19460], [4.04240, -0.58055, 1.70778], [5.87700, 1.09333, 1.22154], [6.44890, -0.56791, 1.49773], [6.08647, 0.51449, -1.06333], [-0.03800, -2.73013, -1.90209]], "atomic_forces_ev_per_a": [[-0.232, -0.024, 0.055], [-0.246, 0.054, 0.219], [0.512, -0.083, -0.075], [-0.091, -0.062, 0.100], [-0.126, 0.161, 0.215], [-0.185, -0.221, 0.019], [-0.218, 0.295, -0.047], [0.044, 0.042, -0.020], [0.005, -0.052, -0.183], [-0.057, 0.119, 0.083], [0.032, -0.035, 0.063], [0.067, -0.225, -0.046], [-0.131, 0.213, 0.072], [0.055, 0.121, 0.102], [0.318, -0.941, -0.560], [0.259, 0.716, 0.505], [-0.518, 0.041, -0.062], [0.045, -0.199, 0.250], [0.353, 0.274, -0.100], [-0.330, -0.119, 0.414], [0.085, 0.045, -0.520], [-0.126, -0.491, -0.448], [0.420, 0.573, 0.522], [-0.114, -0.206, -0.254], [0.057, -0.080, -0.001], [0.053, 0.006, -0.120], [0.086, -0.042, -0.092], [-0.042, 0.000, -0.054], [0.049, -0.020, -0.045], [-0.026, 0.009, -0.222], [0.047, -0.049, 0.121], [-0.011, 0.081, 0.058], [-0.031, 0.085, -0.041], [-0.020, -0.014, -0.115], [0.045, 0.023, -0.065], [-0.024, 0.090, -0.006], [0.006, -0.057, 0.067], [-0.043, -0.029, 0.037], [0.010, -0.118, 0.052], [-0.069, 0.106, 0.012], [0.104, -0.022, 0.024], [-0.014, 0.034, 0.086]], "e_above_lowest_kj_mol": 0.0, "homo_lumo_gap_ev": 9.07, "smiles": "CC1=C(C(N)=O)[C@H](c2ccccc2F)n2nc(CCCO)nc2N1"}

***

Q: Number 5 is which compound?
A: C16H18FN5O2